Version A
ORCA calculation (ωB97M-V/def2-TZVPD) on 2 unconnected molecules or ions with the total composition C10H16.

Atoms and positions in Å:
C  2.647  -1.850  -1.200
C  1.161  -1.692  -1.312
C  0.518  -0.823  -2.259
C  -0.856  -0.733  -2.317
C  -1.654  -1.574  -1.554
C  -1.056  -2.444  -0.666
C  0.322  -2.499  -0.541
H  2.823  -2.902  -0.991
H  3.017  -1.109  -0.489
H  3.229  -1.608  -2.102
H  1.279  -0.385  -2.888
H  -1.292  -0.018  -3.006
H  -2.716  -1.746  -1.703
H  -1.756  -3.203  -0.317
H  0.670  -3.169  0.230
C  -1.242  2.306  3.036
C  -0.870  2.779  1.620
C  0.394  2.111  1.068
H  -1.160  3.032  3.829
H  -0.817  1.314  3.244
H  -2.295  2.041  3.011
H  -1.705  2.584  0.938
H  -0.776  3.870  1.607
H  0.705  1.286  1.699
H  0.148  1.687  0.086
H  1.279  2.745  0.978

Properties
- Net charge: 0
- Highest occupied orbital energy: -8.99 eV
- Gap between HOMO and LUMO: 10.0 eV



Version B
ORCA calculation (ωB97M-V/def2-TZVPD) on 2 unconnected molecules or ions with the total composition C10H16.

Atoms and positions in Å:
C  -1.273  -1.365  2.063
C  -1.400  -0.116  1.230
C  -0.577  0.980  1.413
C  -0.857  2.178  0.746
C  -1.871  2.226  -0.185
C  -2.635  1.090  -0.468
C  -2.394  -0.070  0.239
H  -1.943  -1.348  2.926
H  -0.268  -1.408  2.487
H  -1.467  -2.286  1.510
H  0.286  0.945  2.064
H  -0.194  3.013  0.937
H  -2.074  3.107  -0.773
H  -3.369  1.186  -1.258
H  -2.955  -0.979  0.063
C  2.783  -1.660  -0.803
C  2.201  -0.237  -0.714
C  1.325  0.083  -1.917
H  2.286  -2.351  -0.120
H  3.832  -1.710  -0.498
H  2.680  -2.083  -1.804
H  1.564  -0.222  0.169
H  2.979  0.511  -0.551
H  0.410  -0.496  -1.866
H  1.091  1.145  -2.024
H  1.840  -0.131  -2.864

Properties
- Net charge: 0
- Highest occupied orbital energy: -9.05 eV
- Gap between HOMO and LUMO: 10.1 eV



Version C
ORCA calculation (ωB97M-V/def2-TZVPD) on a molecular structure, C10H16.

Atoms and positions in Å:
C  0.104  -1.615  -0.172
C  0.454  0.772  -0.325
C  -1.233  -1.449  0.024
C  0.832  -0.568  -0.969
C  -1.930  -0.298  -0.626
C  0.898  -2.580  0.645
C  1.415  1.141  0.793
C  0.361  1.899  -1.347
C  -1.122  0.555  0.304
C  -1.539  1.220  1.379
H  -1.807  -2.136  0.630
H  1.913  -0.725  -0.955
H  0.493  -0.599  -2.008
H  -2.990  -0.258  -0.398
H  -1.726  -0.153  -1.687
H  1.696  -3.036  0.049
H  1.352  -2.067  1.492
H  0.260  -3.383  1.039
H  2.415  1.301  0.395
H  0.038  2.822  -0.867
H  1.100  2.061  1.285
H  1.466  0.371  1.557
H  1.337  2.071  -1.806
H  -0.346  1.664  -2.140
H  -2.387  0.884  1.957
H  -1.056  2.110  1.749

Properties
- Net charge: 0
- Highest occupied orbital energy: -7.56 eV
- Gap between HOMO and LUMO: 8.5 eV



Verdict on stability: version C comes out at the bottom.



Version A
ORCA calculation (ωB97M-V/def2-TZVPD) on a gas-phase ion, C9H19N2 (charge +1).

Atoms and positions in Å:
H  3.845  0.730  -1.069
N  2.949  1.041  -0.792
C  2.087  0.163  -0.592
C  0.672  0.734  -0.216
C  0.751  2.158  0.277
C  -0.228  0.690  -1.538
C  -0.310  -0.669  -2.275
N  0.075  -0.199  0.792
C  0.878  -0.301  2.007
C  -1.363  0.016  1.170
C  -2.243  -1.152  0.921
C  -2.077  -2.293  0.286
H  1.909  -0.972  -0.688
H  -0.113  2.692  0.667
H  1.342  2.232  1.244
H  1.211  2.917  -0.396
H  -1.311  1.003  -1.233
H  0.136  1.416  -2.187
H  0.667  -1.152  -2.520
H  -1.026  -1.354  -1.786
H  -0.969  -0.360  -3.237
H  0.146  -1.104  0.236
H  1.173  0.610  2.500
H  0.415  -0.945  2.772
H  1.865  -0.735  1.797
H  -1.371  0.305  2.232
H  -1.751  0.952  0.658
H  -3.254  -0.915  1.139
H  -2.937  -2.964  0.083
H  -1.167  -2.543  -0.252

Properties
- Net charge: +1
- Highest occupied orbital energy: -13.95 eV
- Gap between HOMO and LUMO: 11.4 eV



Version B
ORCA calculation (ωB97M-V/def2-TZVPD) on a gas-phase ion, C9H19N2 (charge +1).

Atoms and positions in Å:
C  2.907  -1.024  0.132
C  1.526  -0.979  -0.388
N  1.058  -1.964  -1.114
C  0.480  0.302  -0.067
N  -0.729  0.049  -0.695
C  -1.910  -0.170  0.188
C  -1.673  -1.300  1.157
C  -3.058  -0.472  -0.796
C  0.698  0.942  1.322
C  1.226  1.647  0.133
C  0.707  2.980  -0.472
H  3.212  -1.958  0.762
H  3.120  -0.098  0.717
H  3.671  -1.232  -0.696
H  1.456  -2.759  -1.586
H  0.130  -1.782  -1.508
H  -1.020  0.656  -1.397
H  -2.218  0.746  0.699
H  -0.807  -1.100  1.918
H  -2.560  -1.473  1.803
H  -1.441  -2.293  0.897
H  -2.783  -1.354  -1.297
H  -3.070  0.281  -1.512
H  -3.995  -0.592  -0.282
H  1.340  0.392  1.911
H  -0.247  1.040  1.769
H  2.247  1.586  -0.108
H  -0.398  3.155  -0.308
H  1.031  2.987  -1.446
H  1.103  3.785  0.265

Properties
- Net charge: +1
- Highest occupied orbital energy: -13.32 eV
- Gap between HOMO and LUMO: 9.4 eV



Verdict on stability: version A comes out at the bottom.



Version A
ORCA calculation (ωB97M-V/def2-TZVPD) on a single C2H5FO molecule.

Atoms and positions in Å:
C  0.514  0.310  0.047
C  -0.939  0.040  -0.471
O  -1.397  -1.195  0.163
F  -1.712  1.075  -0.034
H  1.122  1.069  -0.470
H  0.445  0.533  1.174
H  0.915  -0.715  0.228
H  -0.908  -0.195  -1.583
H  -1.353  -0.917  1.043

Properties
- Net charge: 0
- Highest occupied orbital energy: -11.20 eV
- Gap between HOMO and LUMO: 12.2 eV



Version B
ORCA calculation (ωB97M-V/def2-TZVPD) on a single C2H5FO molecule.

Atoms and positions in Å:
C  0.320  0.899  0.053
C  0.071  -0.659  -0.207
O  -0.674  -1.346  0.734
F  -0.430  -0.723  -1.461
H  -0.289  1.691  -0.495
H  0.137  1.136  1.074
H  1.357  1.320  -0.156
H  1.150  -1.072  -0.316
H  -1.643  -1.247  0.775

Properties
- Net charge: 0
- Highest occupied orbital energy: -10.87 eV
- Gap between HOMO and LUMO: 11.8 eV



Verdict on stability: version B comes out at the bottom.



Version A
ORCA calculation (ωB97M-V/def2-TZVPD) on a single C3H9NS molecule.

Atoms and positions in Å:
C  0.633  0.795  -1.694
N  -0.103  -0.400  -1.215
C  -1.053  -0.102  -0.150
S  -0.424  0.791  1.310
C  0.439  -0.559  2.196
H  0.009  1.625  -2.007
H  1.314  0.492  -2.488
H  1.192  1.046  -0.793
H  -0.495  -0.971  -1.952
H  -1.769  0.607  -0.590
H  -1.624  -0.977  0.159
H  1.176  -1.077  1.587
H  1.022  -0.078  2.986
H  -0.315  -1.192  2.653

Properties
- Net charge: 0
- Highest occupied orbital energy: -8.61 eV
- Gap between HOMO and LUMO: 9.6 eV



Version B
ORCA calculation (ωB97M-V/def2-TZVPD) on a single C3H9NS molecule.

Atoms and positions in Å:
C  0.041  -0.785  1.364
C  -0.712  0.153  0.310
S  -1.691  -0.795  -0.909
C  0.160  1.207  -0.501
N  1.018  0.216  -1.223
H  0.754  -1.397  1.061
H  0.680  -0.260  2.160
H  -0.742  -1.264  1.902
H  -1.480  0.677  0.915
H  -0.735  -1.989  -0.368
H  -0.544  1.754  -1.125
H  0.810  1.788  0.113
H  1.876  0.596  -1.552
H  0.566  0.099  -2.148

Properties
- Net charge: 0
- Highest occupied orbital energy: -8.85 eV
- Gap between HOMO and LUMO: 9.6 eV



Verdict on stability: version B comes out at the bottom.



Version A
ORCA calculation (ωB97M-V/def2-TZVPD) on a single C3H9NS molecule.

Atoms and positions in Å:
C  1.614  -0.138  -0.044
C  0.191  0.352  -0.322
N  0.005  1.261  0.936
C  -0.810  -0.753  -0.462
S  -2.457  0.038  -0.625
H  2.173  -0.142  -0.988
H  2.185  0.580  0.495
H  1.635  -1.162  0.450
H  0.081  0.995  -1.234
H  -0.950  1.226  1.303
H  0.606  1.215  1.693
H  -0.615  -1.734  0.082
H  -0.602  -1.141  -1.652
H  -3.056  -0.598  0.367

Properties
- Net charge: 0
- Highest occupied orbital energy: -8.96 eV
- Gap between HOMO and LUMO: 9.9 eV



Version B
ORCA calculation (ωB97M-V/def2-TZVPD) on 2 unconnected molecules or ions with the total composition C3H9NS.

Atoms and positions in Å:
C  3.209  -0.772  -0.837
N  2.478  -0.376  -1.791
H  3.561  -1.803  -0.687
H  3.460  -0.122  0.008
H  1.761  -1.074  -2.005
C  -1.350  0.953  1.356
C  -2.013  -0.117  0.512
S  -1.877  -0.014  -1.312
H  -0.271  1.061  1.298
H  -1.819  1.872  0.983
H  -1.663  0.898  2.399
H  -1.647  -1.119  0.731
H  -3.082  -0.092  0.692
H  -0.746  0.704  -1.346

Properties
- Net charge: 0
- Highest occupied orbital energy: -8.97 eV
- Gap between HOMO and LUMO: 9.8 eV



Verdict on stability: version B comes out at the bottom.